[1]
{
  "formula": "C39H32NOP2S6Sn",
  "method": "wB97M-V/def2-TZVPD",
  "spin_multiplicity": 2,
  "total_charge": -2,
  "homo_lumo_gap_ev": [2.36, 5.99],
  "s2": 0.7575,
  "e_homo_ev": [1.6, -2.1],
  "energy_ha": -4921.510035,
  "species": ["Sn", "C", "C", "C", "C", "C", "C", "H", "H", "H", "H", "H", "H", "S", "C", "S", "C", "C", "S", "S", "S", "O", "N", "C", "C", "C", "C", "C", "S", "H", "H", "H", "H", "C", "P", "C", "C", "C", "C", "C", "C", "C", "C", "C", "C", "C", "C", "P", "C", "C", "C", "C", "C", "C", "C", "C", "C", "C", "C", "C", "H", "H", "H", "H", "H", "H", "H", "H", "H", "H", "H", "H", "H", "H", "H", "H", "H", "H", "H", "H", "H", "H"],
  "xyz": [[-1.03767, 2.45291, 1.03715], [1.52179, 5.00193, -0.64907], [2.38302, 3.99423, -0.24601], [2.48383, 2.83316, -0.99274], [1.72445, 2.68294, -2.14090], [0.87434, 3.69439, -2.55100], [0.77219, 4.85352, -1.80243], [1.43449, 5.90239, -0.05794], [2.96748, 4.11545, 0.65409], [3.15568, 2.04496, -0.68104], [1.79898, 1.77439, -2.72072], [0.27245, 3.57403, -3.43945], [0.09809, 5.63799, -2.11838], [0.81442, 2.09372, 8.26546], [0.34422, 2.26001, 6.68894], [1.14990, 3.30304, 5.54112], [0.15640, 2.89975, 4.14803], [-0.83914, 2.01752, 4.35153], [-1.96184, 1.40700, 3.17666], [-1.01850, 1.41346, 5.99175], [0.58330, 3.65783, 2.65116], [-2.69482, 4.02426, 1.11773], [-2.96374, 4.88292, 0.14528], [-3.41270, 6.10183, 0.52393], [-3.72077, 7.07428, -0.38794], [-3.56199, 6.80237, -1.75045], [-3.10251, 5.55144, -2.12139], [-2.80334, 4.56343, -1.18000], [-2.28055, 3.03674, -1.66093], [-3.49958, 6.23588, 1.59232], [-4.07565, 8.03277, -0.03869], [-3.78892, 7.55391, -2.49363], [-2.95962, 5.28720, -3.15822], [-0.39976, -2.01185, -1.76811], [-0.31212, -0.40227, -0.81866], [1.26968, -0.56613, 0.06455], [2.39781, -0.72017, -0.74402], [3.66537, -0.67261, -0.20741], [3.83365, -0.44929, 1.14909], [2.72520, -0.24024, 1.95392], [1.45345, -0.28340, 1.41625], [-1.62649, -0.81418, 0.37255], [-2.88996, -0.30997, 0.07671], [-3.97188, -0.64262, 0.87019], [-3.79638, -1.48075, 1.95742], [-2.53997, -1.97608, 2.25717], [-1.45375, -1.64501, 1.47051], [-0.64769, -3.62613, -0.85131], [-0.35241, -4.77631, -2.24849], [-0.54272, -4.45534, -3.59746], [-0.34797, -5.39784, -4.58379], [0.02779, -6.69769, -4.26139], [0.18345, -7.04007, -2.92101], [-0.00713, -6.10091, -1.93391], [0.97660, -3.77470, -0.02460], [2.18290, -3.78801, -0.73287], [3.37967, -3.92013, -0.06497], [3.40727, -4.04619, 1.31858], [2.21021, -4.09545, 2.02380], [1.00976, -3.98927, 1.35635], [0.48173, -2.08113, -2.41379], [-1.28676, -1.89074, -2.40545], [2.27371, -0.86635, -1.81029], [4.52590, -0.80822, -0.84878], [4.82686, -0.42066, 1.57102], [2.85430, -0.01313, 3.00166], [0.60281, -0.10960, 2.06057], [-3.01074, 0.35367, -0.77140], [-4.95146, -0.24187, 0.64752], [-4.63783, -1.73946, 2.58541], [-2.39958, -2.60865, 3.12169], [-0.46833, -2.00423, 1.71990], [-0.85369, -3.46013, -3.87930], [-0.49676, -5.12328, -5.62036], [0.18839, -7.43039, -5.04029], [0.45591, -8.05454, -2.65913], [0.11809, -6.37487, -0.89366], [2.17019, -3.67892, -1.80977], [4.30798, -3.91075, -0.62175], [4.35105, -4.11406, 1.84100], [2.22206, -4.21006, 3.09904], [0.07790, -4.05168, 1.90289]]
}


[2]
{
  "formula": "C39H33AsBr2N7O2S5Ti",
  "method": "wB97M-V/def2-TZVPD",
  "spin_multiplicity": 1,
  "total_charge": -1,
  "homo_lumo_gap_ev": [4.30, 4.30],
  "e_homo_ev": [-2.8, -2.8],
  "energy_ha": -12264.223143,
  "species": ["Ti", "C", "O", "C", "N", "C", "C", "C", "C", "C", "C", "C", "C", "C", "C", "C", "C", "N", "C", "N", "C", "C", "O", "C", "C", "C", "C", "C", "C", "H", "H", "H", "H", "H", "H", "H", "H", "H", "H", "H", "H", "H", "H", "H", "H", "H", "H", "H", "Br", "C", "C", "C", "N", "C", "C", "C", "C", "C", "Br", "C", "C", "N", "H", "H", "H", "H", "H", "H", "S", "As", "S", "S", "S", "C", "C", "C", "C", "N", "C", "S", "N", "C", "H", "H", "H", "H", "H", "H", "H", "H"],
  "xyz": [[0.87208, 1.12488, -0.92301], [5.29300, 1.65641, -1.40136], [4.58105, 2.51289, -2.33715], [3.27832, 2.27237, -2.13169], [2.98193, 1.39861, -1.24402], [4.19047, 0.96825, -0.55917], [4.26272, -0.53751, -0.48240], [4.11140, -1.30356, -1.63381], [4.13811, -2.68682, -1.56228], [4.30767, -3.31501, -0.33507], [4.44607, -2.55665, 0.81779], [4.42564, -1.17073, 0.74278], [2.19825, 2.97770, -2.79156], [2.31604, 3.97292, -3.70043], [1.13714, 4.63441, -4.17409], [-0.07418, 4.24857, -3.67491], [-0.18093, 3.20473, -2.73659], [0.98254, 2.53023, -2.28126], [-1.28118, 2.71739, -2.06016], [-1.07542, 1.76826, -1.15720], [-2.32904, 1.42332, -0.51846], [-3.33912, 2.35575, -1.23459], [-2.57844, 3.10030, -2.20482], [-2.61161, -0.05907, -0.64492], [-2.37244, -0.72067, -1.84518], [-2.56296, -2.08962, -1.94383], [-3.00027, -2.81618, -0.84289], [-3.24921, -2.16324, 0.35486], [-3.05433, -0.79120, 0.44784], [5.94747, 2.29072, -0.80809], [5.88315, 0.94627, -1.97997], [4.16323, 1.37259, 0.45758], [3.92688, -0.81596, -2.58560], [3.99182, -3.27375, -2.46044], [4.30493, -4.39638, -0.27449], [4.54238, -3.04274, 1.78037], [4.49417, -0.57491, 1.64622], [3.29863, 4.27052, -4.04217], [1.21788, 5.44047, -4.88880], [-0.98343, 4.74843, -3.98827], [-2.27385, 1.67262, 0.54651], [-3.79908, 3.06306, -0.54392], [-4.11550, 1.80015, -1.76249], [-1.98864, -0.16646, -2.69355], [-2.33709, -2.59542, -2.87467], [-3.12268, -3.88977, -0.91413], [-3.57225, -2.72450, 1.22445], [-3.21317, -0.28171, 1.39004], [0.99364, -4.32255, 3.03710], [0.80974, -2.80485, 1.90004], [0.59579, -1.52877, 2.51413], [0.53201, -0.44211, 1.70633], [0.66957, -0.47146, 0.34614], [0.80102, -1.74910, -0.24910], [0.91309, -2.92395, 0.56713], [0.85080, -1.74497, -1.61806], [0.86160, -2.90729, -2.46012], [0.84396, -2.75432, -3.79545], [0.82834, -4.27520, -4.94064], [0.80688, -1.45274, -4.39706], [0.79956, -0.38535, -3.55896], [0.83205, -0.46742, -2.19963], [0.57293, -1.41509, 3.58658], [0.41922, 0.55022, 2.13030], [1.09598, -3.88365, 0.10517], [0.86136, -3.89269, -2.01623], [0.78491, -1.32459, -5.46809], [0.76779, 0.62463, -3.95292], [0.46026, 0.77265, 5.50538], [-0.10413, 2.79757, 5.20220], [1.15569, 2.96349, 0.84396], [2.19828, 2.42470, 2.55559], [1.54679, 3.74700, 3.98603], [-2.28668, -1.97989, 4.78112], [-2.96013, -0.76439, 4.25013], [-4.29551, -0.66708, 3.93869], [-4.75922, 0.54562, 3.41858], [-3.97503, 1.60391, 3.25247], [-2.68295, 1.49206, 3.56355], [-1.60508, 2.79448, 3.27571], [-2.19225, 0.31376, 4.02271], [-6.19381, 0.71885, 3.02746], [-3.02129, -2.70822, 5.11586], [-1.62310, -1.70780, 5.60390], [-1.66888, -2.42552, 3.99789], [-4.95638, -1.50926, 4.07930], [-1.19854, 0.31298, 4.36498], [-6.70490, -0.23654, 2.92736], [-6.24898, 1.26966, 2.09033], [-6.70252, 1.31323, 3.78912]]
}


[3]
{
  "formula": "C39H33BI2InN14O3",
  "method": "wB97M-V/def2-TZVPD",
  "spin_multiplicity": 2,
  "total_charge": 2,
  "homo_lumo_gap_ev": [7.48, 5.60],
  "s2": 0.7818,
  "e_homo_ev": [-13.4, -13.4],
  "energy_ha": -3308.275387,
  "species": ["In", "C", "C", "N", "N", "C", "B", "N", "C", "C", "C", "N", "N", "C", "C", "C", "N", "N", "C", "C", "C", "N", "H", "H", "H", "H", "H", "H", "H", "H", "H", "H", "H", "H", "O", "N", "O", "C", "C", "C", "C", "C", "C", "N", "C", "C", "N", "C", "C", "C", "C", "H", "H", "H", "H", "H", "H", "H", "I", "C", "C", "C", "I", "C", "C", "C", "C", "N", "C", "C", "O", "H", "H", "H", "H", "N", "C", "N", "C", "C", "C", "C", "C", "H", "H", "H", "H", "H", "H", "H", "H", "H", "H"],
  "xyz": [[0.14386, -0.12918, 0.02271], [-2.16474, 1.45444, 3.41241], [-1.24432, 0.59311, 2.82461], [-0.96666, 0.99785, 1.58780], [-1.70722, 2.10452, 1.34696], [-2.42765, 2.40312, 2.44198], [-1.38882, 2.90002, 0.05367], [0.13253, 3.18611, 0.04689], [0.76334, 4.33440, 0.35488], [2.11729, 4.14250, 0.18795], [2.22526, 2.81235, -0.21669], [1.03034, 2.22688, -0.28184], [-1.72629, 2.02795, -1.20200], [-2.60750, 2.35562, -2.16285], [-2.60111, 1.36697, -3.12453], [-1.67309, 0.43948, -2.66759], [-1.14634, 0.84163, -1.50857], [-2.17110, 4.18436, -0.04572], [-1.93539, 5.22255, -0.90102], [-3.07914, 5.96639, -0.98582], [-3.99920, 5.28713, -0.15886], [-3.45889, 4.21718, 0.38990], [-2.58786, 1.39731, 4.39957], [-0.77149, -0.29041, 3.22473], [-3.08346, 3.25549, 2.43678], [0.20669, 5.20594, 0.65354], [2.90411, 4.86586, 0.31035], [3.12188, 2.28072, -0.48044], [-3.18461, 3.26327, -2.10176], [-3.18638, 1.32465, -4.02568], [-1.39396, -0.50351, -3.10165], [-0.98300, 5.34703, -1.38856], [-3.23195, 6.86995, -1.54950], [-5.02342, 5.54332, 0.06048], [-3.75359, -6.87242, 1.37640], [-3.97316, -5.69859, 1.55890], [-5.02266, -5.21971, 1.93242], [-2.84356, -4.76608, 1.34815], [-1.61901, -5.25097, 1.61313], [-0.46899, -4.40736, 1.51085], [0.81941, -4.86164, 1.83246], [1.87491, -3.99142, 1.74539], [1.62857, -2.68020, 1.33665], [0.42696, -2.23272, 1.01332], [-0.62378, -3.08031, 1.09402], [-1.94159, -2.58995, 0.75834], [-2.01703, -1.32401, 0.31576], [-3.19893, -0.81545, 0.03591], [-4.37922, -1.55436, 0.14925], [-4.32039, -2.85573, 0.57243], [-3.06955, -3.41322, 0.90764], [-1.50922, -6.28133, 1.92378], [0.96240, -5.88645, 2.15143], [2.88175, -4.29555, 1.99247], [2.43662, -1.96452, 1.28027], [-3.22691, 0.21483, -0.29802], [-5.32471, -1.09553, -0.10198], [-5.21965, -3.44360, 0.66281], [-1.16769, -3.81185, -3.94259], [0.67132, -2.97397, -3.56924], [1.76511, -3.24525, -4.37094], [3.01361, -2.69639, -4.10952], [4.56541, -3.17800, -5.37194], [3.21394, -1.81993, -2.98003], [4.45246, -1.27149, -2.61031], [4.53167, -0.48917, -1.48541], [3.37280, -0.23007, -0.75496], [2.18467, -0.69834, -1.10414], [2.10931, -1.50155, -2.18125], [0.79041, -2.08661, -2.44431], [-0.15568, -1.81412, -1.69053], [1.64666, -3.90527, -5.21955], [5.33537, -1.48248, -3.19837], [5.47411, -0.07333, -1.15873], [3.40409, 0.35768, 0.15027], [1.72166, 0.24930, 1.87671], [2.35377, 0.99177, 2.50831], [3.01634, 1.83869, 3.23531], [4.22192, 1.42033, 3.97868], [3.99265, 1.55752, 5.49567], [2.50241, 1.64455, 5.81231], [1.90042, 2.90300, 5.18641], [2.32832, 3.05675, 3.71315], [5.05499, 2.03868, 3.64289], [4.43614, 0.38910, 3.70098], [4.49453, 2.45209, 5.86834], [4.44795, 0.70790, 6.00324], [2.34866, 1.66232, 6.89036], [1.99080, 0.75083, 5.44097], [2.24198, 3.77565, 5.74458], [0.81321, 2.88349, 5.26295], [3.02429, 3.88477, 3.57653], [1.48169, 3.23254, 3.05163]]
}